DFT (ωB97M-V with the def2-TZVPD basis set) results for CH3FO2S in the gas phase at a distorted geometry.

Results
Net charge = 0
ΔE to the lowest compared entry with this formula, charge and spin = 4.6 kcal per mole
HOMO = -12.2 eV
E_LUMO = 0.430 eV

Atoms and positions in Å:
1 C -0.16702 0.02631 0.17866
2 O -1.44253 -1.63525 2.06476
3 O -2.44221 0.58442 1.66104
4 F -0.22678 0.52944 2.79242
5 S -1.30274 -0.23019 1.68605
6 H 0.80413 -0.35630 0.41778
7 H -0.33630 -0.65973 -0.57508
8 H -0.20109 1.10834 0.00841

Löwdin atomic charge list, values in e, 4 entries: -0.07, -0.29, -0.26, -0.26

***

DFT (ωB97M-V with the def2-TZVPD basis set) results for a molecular structure, C24H17N4O2ReS.

Results
Net charge = +1
⟨S²⟩ = 0.762
ΔE to the lowest compared entry with this formula, charge and spin = 9.6 kcal per mole
Spin multiplicity = 2
HOMO (spin up / spin down) = -10.7 / -11.0 eV
E_LUMO (spin up / spin down) = -4.462 / -4.351 eV

Atoms and positions in Å:
1 Re 0.09813 -0.29664 -0.44553
2 O -3.57172 1.07522 -1.50668
3 C -2.43496 0.92562 -1.14124
4 N -1.72108 -0.26410 -1.10546
5 C -2.25040 -1.52038 -1.54225
6 C -3.58459 -1.80256 -1.79865
7 C -3.92401 -3.08918 -2.19480
8 C -2.95597 -4.07213 -2.33673
9 C -1.61934 -3.80113 -2.08092
10 C -1.26988 -2.52152 -1.67330
11 N 0.03318 -2.05683 -1.37428
12 C 1.18501 -2.68999 -1.75090
13 O 1.31573 -3.76960 -2.27805
14 C 2.40097 -1.82768 -1.46588
15 C 3.66002 -2.25678 -1.82951
16 C 4.74186 -1.42556 -1.58510
17 C 4.52837 -0.18925 -0.98990
18 C 3.23905 0.17658 -0.66391
19 N 2.19087 -0.63041 -0.88232
20 C -1.62459 2.09581 -0.64565
21 C -2.14496 3.37061 -0.73181
22 C -1.35944 4.43630 -0.32105
23 C -0.08521 4.18258 0.15955
24 C 0.36275 2.87622 0.21344
25 N -0.39148 1.84129 -0.17200
26 H -4.33802 -1.04044 -1.69685
27 H -4.96104 -3.32122 -2.39520
28 H -3.24033 -5.06746 -2.65004
29 H -0.86496 -4.56214 -2.19446
30 H 3.75466 -3.22700 -2.29606
31 H 5.74126 -1.73339 -1.86169
32 H 5.34530 0.48742 -0.78618
33 H 3.02002 1.13130 -0.20551
34 H -3.14495 3.49382 -1.12208
35 H -1.73303 5.44935 -0.38246
36 H 0.56261 4.98161 0.48990
37 H 1.34289 2.63844 0.60237
38 S -0.17238 -1.16039 1.53766
39 C 0.11526 0.10742 2.75788
40 C 1.28624 0.85680 2.77711
41 C 1.47869 1.81076 3.76453
42 C 0.51121 2.00360 4.74131
43 C -0.64629 1.23683 4.73380
44 C -0.84890 0.28688 3.74502
45 H 2.06273 0.66398 2.04569
46 H 2.39375 2.38822 3.78367
47 H 0.66735 2.73902 5.51883
48 H -1.39630 1.37678 5.50042
49 H -1.75408 -0.30669 3.73525

Löwdin atomic charge list, values in e, 4 entries: 1.28, 0.13, -0.41, -0.10

***

DFT (ωB97M-V with the def2-TZVPD basis set) results for 2 unconnected molecules or ions with the total composition CH6NS at a distorted geometry.

Results
Net charge = -1
ΔE to the lowest compared entry with this formula, charge and spin = 8.4 kcal per mole
HOMO = -2.4 eV
E_LUMO = 3.993 eV

Atoms and positions in Å:
1 S -2.84746 1.11081 1.33128
2 H -1.87058 1.56216 2.16246
3 C 0.34333 -0.00116 -0.24079
4 N 1.48896 -0.88284 -0.65290
5 H 0.17240 -0.28097 0.79876
6 H -0.57955 -0.07600 -0.81097
7 H 0.59715 1.05889 -0.20598
8 H 1.05090 -1.80514 -0.74843
9 H 1.64484 -0.68575 -1.63343

Löwdin atomic charge list, values in e, 4 entries: -0.40, -0.49, -0.22, -0.10

***

DFT (ωB97M-V with the def2-TZVPD basis set) results for a molecular structure, C8H15IrNOP at a distorted geometry.

Results
Net charge = +1
⟨S²⟩ = 8.768
Spin multiplicity = 6
HOMO (spin up / spin down) = -8.8 / -12.8 eV
E_LUMO (spin up / spin down) = -2.262 / -6.662 eV

Atoms and positions in Å:
1 C 1.39558 -0.30397 -2.66457
2 C 0.21044 0.32586 -3.30089
3 C -0.89122 -0.63823 -3.17261
4 C -0.41030 -1.84948 -2.57782
5 C 0.93419 -1.57035 -2.17127
6 Ir -0.38900 0.12526 -1.48310
7 P -0.52915 2.48124 -1.05998
8 H 2.45275 0.02249 -2.59077
9 H 0.13652 1.21323 -3.86251
10 H -1.73534 -0.56644 -3.85069
11 H 1.57895 -2.11026 -1.49108
12 H -0.95982 -2.82476 -2.58259
13 H -1.80332 2.71638 -0.46272
14 H -0.57148 3.43782 -2.15630
15 H 0.29953 3.22606 -0.11013
16 C -1.29851 -0.49668 2.98767
17 N 0.10099 -0.26147 2.67545
18 C 1.14258 -0.28188 3.70265
19 C 0.37391 -0.08993 1.39461
20 O -0.61083 0.05599 0.59332
21 H -1.40214 -0.63205 4.04883
22 H -1.68846 -1.41209 2.53239
23 H -1.90736 0.36323 2.70036
24 H 1.85427 -1.10194 3.51171
25 H 1.64269 0.69595 3.67525
26 H 0.65172 -0.42664 4.66364
27 H 1.42278 -0.09736 1.05115

Löwdin atomic charge list, values in e, 4 entries: -0.17, -0.35, -0.36, -0.16

***

DFT (ωB97M-V with the def2-TZVPD basis set) results for 6 unconnected molecules or ions with the total composition C18H57NO20P6.

Results
Net charge = 0
HOMO = -8.3 eV
E_LUMO = 0.637 eV

Atoms and positions in Å:
1 C -5.29439 0.06694 0.39289
2 C -4.76323 -0.67848 -0.83578
3 C -4.03125 -1.99660 -0.51048
4 N -3.18555 -2.00250 0.67022
5 P -1.65951 -1.09611 0.54187
6 H -6.18903 0.62088 0.13210
7 H -5.55869 -0.65496 1.16121
8 H -4.53762 0.72700 0.79540
9 H -4.05697 -0.02741 -1.34673
10 H -5.56318 -0.86353 -1.54452
11 H -3.41436 -2.26309 -1.36631
12 H -4.78494 -2.77783 -0.41297
13 H -3.70194 -1.79318 1.51757
14 H -1.25888 -1.99875 -0.47341
15 H -1.39766 -1.38080 1.90476
16 H -2.27648 0.14994 0.27543
17 H -0.35519 -0.45114 0.45052
18 C 1.68725 -0.09870 -4.18316
19 O 1.50794 1.00305 -3.27980
20 P 0.01862 1.48231 -3.04319
21 O -0.96525 0.42462 -2.82631
22 O -0.33150 2.41034 -4.28700
23 C 0.69325 3.04231 -5.07017
24 O 0.22803 2.48603 -1.83783
25 C -0.95710 3.04974 -1.26208
26 H 2.64772 0.03748 -4.67444
27 H 1.68570 -1.03179 -3.62409
28 H 0.90025 -0.13286 -4.93738
29 H 0.96487 2.39263 -5.90186
30 H 1.58120 3.27393 -4.48386
31 H 0.27817 3.96547 -5.46584
32 H -1.70146 2.27529 -1.07752
33 H -1.37131 3.81027 -1.92491
34 H -0.67238 3.50643 -0.31881
35 C 6.88902 3.17487 -6.20195
36 O 6.64637 2.44740 -4.98762
37 P 5.72414 3.15778 -3.91243
38 O 4.51199 3.78302 -4.43667
39 O 6.67665 4.17295 -3.13663
40 C 8.09720 4.00900 -3.15237
41 O 5.49995 1.97287 -2.89113
42 C 4.61345 2.23891 -1.78550
43 H 7.87988 2.90023 -6.55530
44 H 6.14348 2.90194 -6.94520
45 H 6.85246 4.25262 -6.03978
46 H 8.52308 4.60186 -3.96232
47 H 8.38416 2.96621 -3.27419
48 H 8.49232 4.37665 -2.20833
49 H 3.71226 2.73974 -2.13555
50 H 5.11470 2.85024 -1.03434
51 H 4.33793 1.28619 -1.34443
52 C -9.11107 -0.74499 1.26543
53 O -10.07799 -0.77892 0.20262
54 P -10.69406 -2.19421 -0.14419
55 O -11.11951 -3.00863 0.98915
56 O -9.61130 -2.92695 -1.05609
57 C -8.61247 -2.20172 -1.77938
58 O -11.83811 -1.74914 -1.14439
59 C -12.71625 -2.78395 -1.60721
60 H -8.40313 0.04800 1.03948
61 H -9.60872 -0.53685 2.20951
62 H -8.57202 -1.68984 1.34492
63 H -7.71704 -2.10283 -1.16475
64 H -8.96050 -1.21431 -2.07849
65 H -8.36688 -2.77750 -2.66822
66 H -13.05762 -3.39929 -0.77584
67 H -12.20735 -3.40702 -2.34353
68 H -13.57038 -2.29947 -2.07108
69 C 8.44202 3.50354 3.75565
70 O 9.01627 2.91455 2.57697
71 P 8.06047 2.00013 1.70837
72 O 6.71860 2.52163 1.46546
73 O 8.04846 0.57510 2.41983
74 C 9.10239 0.15154 3.28932
75 O 8.96454 1.80909 0.42338
76 C 8.35564 1.09971 -0.66445
77 H 9.23558 3.59996 4.49235
78 H 8.04169 4.48501 3.51328
79 H 7.64393 2.88476 4.16714
80 H 8.86187 0.42890 4.31552
81 H 10.06153 0.58371 3.00911
82 H 9.16680 -0.93150 3.22342
83 H 7.34912 1.47387 -0.84902
84 H 8.31895 0.03172 -0.44754
85 H 8.96103 1.26252 -1.55128
86 C -1.24670 -2.02087 7.43526
87 O -0.73488 -2.56200 6.20747
88 P -1.75246 -3.39720 5.32650
89 O -3.08388 -2.81902 5.16930
90 O -1.78637 -4.85668 5.96684
91 C -0.71467 -5.35711 6.76939
92 O -0.90205 -3.54774 4.00357
93 C -1.55872 -4.18904 2.89675
94 H -0.42513 -1.99011 8.14678
95 H -1.62190 -1.01511 7.26106
96 H -2.05060 -2.63514 7.84242
97 H -0.90385 -5.12444 7.81745
98 H 0.24696 -4.94276 6.47105
99 H -0.69000 -6.43712 6.64786
100 H -2.56047 -3.78906 2.75951
101 H -1.60633 -5.26662 3.06051
102 H -0.97756 -3.98601 2.00300

Löwdin atomic charge list, values in e, 4 entries: -0.11, -0.26, -0.32, -0.32

***

DFT (ωB97M-V with the def2-TZVPD basis set) results for 2 unconnected molecules or ions with the total composition C4H13NO at a distorted geometry.

Results
Net charge = 0
ΔE to the lowest compared entry with this formula, charge and spin = 18.0 kcal per mole
HOMO = -9.0 eV
E_LUMO = 0.678 eV

Atoms and positions in Å:
1 C 1.31799 1.45910 0.47547
2 C -0.05394 1.52756 1.08838
3 C -0.88375 0.24944 0.80802
4 N -0.10728 -0.97328 0.95893
5 C -0.95976 -2.09190 1.38771
6 H 1.35793 1.28138 -0.59829
7 H 1.96650 2.31219 0.69076
8 H 1.84809 0.61435 0.87417
9 H -0.04984 1.64465 2.16764
10 H -0.68360 2.33964 0.70268
11 H -1.69822 0.17335 1.53796
12 H -1.30635 0.29660 -0.20471
13 H 0.20984 -1.17684 0.02916
14 H -1.35034 -1.82654 2.37228
15 H -1.82571 -2.28691 0.75695
16 H -0.36927 -3.00250 1.47801
17 H -0.23948 0.35577 -3.59550
18 H 1.26047 0.49441 -3.66863
19 O 0.54495 -0.10101 -3.92658

Löwdin atomic charge list, values in e, 4 entries: -0.13, -0.25, -0.27, -0.13